(1)
{
  "formula": "H34O21V2",
  "method": "ωB97M-V with the def2-TZVPD basis set",
  "species": ["H", "H", "O", "O", "H", "H", "O", "O", "H", "H", "H", "O", "H", "O", "H", "O", "O", "H", "H", "O", "H", "H", "O", "O", "V", "H", "O", "O", "V", "H", "H", "H", "H", "H", "O", "H", "H", "H", "O", "H", "H", "H", "H", "O", "H", "H", "H", "O", "H", "O", "H", "O", "H", "H", "O", "O", "H"],
  "xyz": [[0.5667, 2.6259, 1.6346], [-2.2133, 0.8819, -3.4234], [-0.1373, 2.8299, 2.2886], [0.1667, -3.0921, -1.2184], [-1.7573, -2.7351, 1.0716], [0.7247, -3.8601, -0.9384], [-1.8373, -1.8711, 0.6906], [0.6007, -1.0071, 0.2796], [1.5627, -1.0821, -3.7654], [1.9677, 0.7659, 2.6386], [-1.7743, 2.8039, 1.7206], [-0.5153, 2.4419, -1.0634], [2.9357, -0.8151, 3.1046], [-2.6783, 2.8649, 1.4006], [-2.7023, -1.8371, 0.2506], [0.0947, -0.4711, -2.0464], [2.0507, 2.5009, 0.7446], [2.2907, 1.2349, -0.6194], [-3.0573, 0.3149, 2.7406], [2.8777, -1.7321, 2.8246], [-3.4353, 1.7749, 0.0116], [0.2647, -0.6891, -5.6344], [-2.1183, 0.2099, 2.9326], [-0.2943, -2.1531, 2.8956], [1.2047, -1.3011, -1.2064], [1.9537, -2.4741, -3.8394], [-3.5413, 1.1689, -0.6974], [2.8407, 0.9629, 3.0456], [-0.4923, -0.3971, 1.5386], [2.5797, -3.3501, -0.2974], [2.5467, -2.2331, 3.5516], [-0.7423, 0.8969, -3.6244], [0.8977, 0.6349, -5.3414], [-0.6743, 1.8289, -0.3434], [2.7417, -2.3241, -0.2534], [0.3077, 2.5319, 3.0946], [-2.9423, -0.1381, -1.5604], [-3.6893, 1.7759, -1.4164], [0.8157, 0.2869, 2.2306], [2.0587, 1.2129, -2.1244], [-0.7063, -3.4151, -1.2354], [-1.6133, -0.7931, -2.1424], [-0.8763, 1.9119, -1.7674], [2.2537, 0.6739, -1.3774], [2.9407, -2.2071, 0.7026], [2.5817, 1.5989, 3.6916], [2.6327, 2.4159, 1.5126], [-0.9933, 0.8199, 0.5676], [-3.1883, 2.7329, 2.2046], [-2.5353, -0.8801, -2.0744], [-1.0523, -2.4211, 3.4266], [0.4467, -0.1291, -4.9034], [1.9917, 3.3829, 0.3516], [0.1687, -2.9231, 2.5136], [-1.4393, 1.4619, -3.3564], [1.9507, -1.7991, -3.1884], [-2.0113, 0.5809, 3.7956]],
  "forces_ev_per_angstrom": [[-0.55, 0.18, -0.18], [0.05, 0.21, -0.02], [0.80, -0.03, 0.53], [3.22, -1.27, 0.35], [-0.20, -0.78, 0.41], [-0.86, 0.65, -0.50], [-0.44, 0.05, -0.10], [2.68, -2.43, -2.10], [-0.07, 0.11, 0.47], [0.51, -0.09, -0.06], [0.81, 0.14, -0.06], [1.14, 1.06, -0.36], [0.20, 0.77, 0.31], [-1.13, -0.32, 0.07], [0.14, 0.47, -0.39], [2.52, -2.21, 1.48], [-0.25, -0.63, -0.75], [-0.14, 1.37, 1.77], [0.01, -0.01, -0.48], [0.16, -0.77, -1.64], [0.76, 1.01, 1.81], [-0.62, -1.00, -1.17], [-0.03, -1.01, -0.46], [0.14, -0.30, -0.51], [-3.95, 5.07, -2.04], [0.44, -1.84, -0.54], [-0.62, -1.03, -1.13], [1.53, 0.39, -0.20], [-1.02, 6.57, 0.31], [1.16, 2.74, 0.02], [-0.14, -0.42, 0.89], [1.08, -0.82, -0.68], [-0.52, -0.60, 0.55], [0.17, 0.75, 0.26], [0.12, -3.89, 0.09], [-0.52, 0.31, 0.08], [0.78, -0.23, -0.07], [-0.24, 0.30, -0.72], [-4.03, -1.79, -0.63], [-0.54, 0.76, -0.88], [-2.18, -0.09, -0.34], [1.46, 0.76, 0.14], [-0.48, 0.23, -1.21], [0.65, -3.26, -0.26], [0.01, 0.55, 0.26], [0.36, 0.75, 1.26], [0.42, 0.45, -0.10], [-0.21, -4.36, 3.30], [-0.30, 0.41, -0.01], [-2.73, -0.97, 0.24], [0.06, -0.39, 0.16], [1.49, 1.50, 0.50], [0.38, 0.04, 0.40], [-0.28, 0.32, 0.72], [-1.49, 0.62, 0.02], [-0.17, 1.58, 0.22], [0.46, 0.42, 0.99]],
  "lowdin_charge": [0.007, 0.062, -0.056, -0.006, 0.071, 0.131, -0.041, -0.410, 0.060, -0.116, -0.019, -0.047, 0.001, -0.037, 0.118, -0.220, -0.032, 0.032, 0.109, -0.025, -0.003, 0.066, -0.007, -0.035, 1.071, 0.086, -0.022, -0.054, 0.952, 0.158, 0.038, -0.029, 0.123, -0.109, -0.068, 0.059, 0.006, 0.075, -0.275, 0.088, 0.092, -0.065, -0.042, 0.023, 0.084, 0.054, 0.065, -0.239, 0.051, -0.053, 0.106, -0.017, 0.110, 0.105, -0.026, -0.046, 0.095],
  "homo_ev": -14.639,
  "total_energy_ha": -3487.9234,
  "multiplicity": 1,
  "molar_mass_g_mol": 472.139,
  "charge": 2,
  "homo_lumo_gap_ev": 6.14
}


(2)
{
  "formula": "C5H12N2",
  "method": "ωB97M-V with the def2-TZVPD basis set",
  "species": ["H", "C", "H", "C", "N", "H", "H", "N", "H", "H", "C", "C", "H", "H", "H", "H", "C", "H", "H"],
  "xyz": [[-1.3533, 0.3803, -1.2850], [0.6721, 0.6983, -0.4455], [0.1635, -0.3607, -2.0537], [2.1768, 0.5461, -0.3610], [-1.2930, -0.5247, 0.7491], [-2.1021, 0.0076, 0.5068], [0.9686, 1.6967, 1.6229], [-0.0402, 0.0049, 1.0379], [2.7698, 0.1321, -1.1402], [-0.6850, -2.3477, 1.1947], [-1.5414, -1.8755, 1.0824], [0.2404, 1.3650, 0.8538], [-1.9139, -1.9540, 2.1490], [-0.6452, 1.9371, 0.8280], [-0.1514, 1.3770, -2.1667], [-2.3006, -2.3336, 0.2594], [-0.2869, 0.4862, -1.5325], [2.6386, 0.0220, 0.5281], [2.5842, 1.4998, -0.3534]],
  "forces_ev_per_angstrom": [[0.81, -0.16, 0.02], [0.05, -0.50, 5.51], [-0.82, -0.21, -0.50], [0.37, -1.51, 0.28], [0.42, 0.90, 0.06], [0.00, 0.82, 0.23], [-0.24, 0.13, -0.96], [0.61, -2.22, -1.81], [-0.30, -0.98, -1.40], [4.19, -2.58, -0.48], [-5.37, 1.15, -0.09], [-0.52, 0.07, -0.22], [-0.59, -0.16, -1.02], [-0.92, 1.30, -0.08], [-0.44, -0.31, -0.35], [1.88, 0.67, 2.21], [1.43, 0.87, -1.32], [-1.32, 0.49, -0.49], [0.76, 2.23, 0.39]],
  "nbo_charge": [0.233, 0.061, 0.224, -0.640, -0.503, 0.349, 0.210, -0.245, 0.215, 0.204, -0.377, -0.263, 0.163, 0.176, 0.220, 0.185, -0.645, 0.232, 0.203],
  "homo_ev": -7.027,
  "total_energy_ha": -307.0499,
  "smiles": "CNN1CC1(C)C",
  "multiplicity": 1,
  "molar_mass_g_mol": 100.165,
  "charge": 0,
  "homo_lumo_gap_ev": 8.06,
  "relative_energy_kcal_mol": 112.6
}


(3)
{
  "formula": "CH3N3O2",
  "method": "ωB97M-V with the def2-TZVPD basis set",
  "species": ["N", "O", "C", "O", "N", "N", "H", "H", "H"],
  "xyz": [[-1.1589, 0.1465, 0.1572], [1.5913, -0.1027, 0.1313], [-0.5047, -1.0110, 0.0770], [-0.6036, 1.2067, 0.6080], [1.1968, 0.9419, -0.5738], [0.7889, -1.1438, 0.2505], [1.8936, 1.6729, -0.4126], [-2.1335, 0.2059, -0.1642], [-1.0698, -1.9163, -0.0734]],
  "forces_ev_per_angstrom": [[-0.79, 0.63, 0.14], [1.11, 1.48, 0.45], [0.79, 0.44, -0.20], [-0.14, -0.27, 0.01], [-1.16, -0.49, -0.79], [-0.49, -1.44, -0.14], [0.33, -0.35, 0.45], [0.47, 0.05, 0.02], [-0.11, -0.05, 0.07]],
  "nbo_charge": [-0.137, -0.111, 0.099, -0.371, -0.223, -0.157, 0.326, 0.369, 0.206],
  "homo_ev": [-9.063, -9.007],
  "total_energy_ha": -354.4006,
  "multiplicity": 1,
  "molar_mass_g_mol": 89.054,
  "charge": 0,
  "homo_lumo_gap_ev": [9.09, 8.48],
  "relative_energy_kcal_mol": 177.6
}